[1]
C3H8N2O | the ωB97M-V functional and the def2-TZVPD basis

## Properties
Frontier orbital gap in eV: 10.429
SMILES: CNC(=O)CN
Relative energy (zero: lowest compared OMol25 entry of this formula, charge and spin) in kcal/mol: 35.7
Highest occupied orbital energy in eV: -9.51
E_LUMO in eV: 0.9

Last columns: bonded neighbours and bond lengths (Å).
Atoms and positions in Å:
1 C 0.84436 1.37978 1.65552  N2 1.539, H7 1.085, H8 1.096, H9 1.074
2 N -0.12354 0.94962 0.53938  C1 1.539, C3 1.359, H10 1.005
3 C 0.42291 -0.01041 -0.25180  N2 1.359, O4 1.217, C5 1.564
4 O 1.51450 -0.54671 -0.30374  C3 1.217
5 C -0.61130 -0.54623 -1.29546  C3 1.564, N6 1.472, H11 1.093, H12 1.100
6 N -1.08652 -1.81529 -0.72028  C5 1.472, H13 1.047, H14 1.027
7 H 1.84714 1.21129 1.27609  C1 1.085
8 H 0.78410 2.46992 1.74780  C1 1.096
9 H 0.40389 0.79589 2.44200  C1 1.074
10 H -0.92203 1.42171 0.15194  N2 1.005
11 H -0.04152 -0.68564 -2.21822  C5 1.093
12 H -1.44311 0.17385 -1.29332  C5 1.100
13 H -0.28579 -2.31108 -0.26309  N6 1.047
14 H -1.30310 -2.48670 -1.46682  N6 1.027

[2]
C3H8N2O | the ωB97M-V functional and the def2-TZVPD basis

## Properties
Frontier orbital gap in eV: 10.809
SMILES: C=NC.NC=O
Relative energy (zero: lowest compared OMol25 entry of this formula, charge and spin) in kcal/mol: 40.2
Highest occupied orbital energy in eV: -9.80
E_LUMO in eV: 1.0

Last columns: bonded neighbours and bond lengths (Å).
Atoms and positions in Å:
1 C 2.28679 0.68901 1.12708  N2 1.250, H4 1.084, H5 1.096
2 N 1.20560 0.31156 0.62634  C1 1.250, C3 1.436
3 C 0.38240 1.17782 -0.16974  N2 1.436, H6 1.104, H7 1.087, H8 1.065
4 H 2.90854 -0.08048 1.57022  C1 1.084
5 H 2.61337 1.73537 1.10041  C1 1.096
6 H 0.60137 2.24913 -0.01899  C3 1.104
7 H 0.45610 1.02196 -1.24332  C3 1.087
8 H -0.64546 1.10398 0.09758  C3 1.065
9 N -0.91912 -1.42953 -0.61712  C10 1.359, H12 1.003, H13 1.009
10 C -2.25869 -1.23243 -0.49948  N9 1.359, O11 1.205, H14 1.111
11 O -2.81319 -0.47764 0.25882  C10 1.205
12 H -0.64525 -2.28974 -1.05486  N9 1.003
13 H -0.36198 -0.88646 0.02602  N9 1.009
14 H -2.81050 -1.89257 -1.20298  C10 1.111

[3]
C3H8N2O | the ωB97M-V functional and the def2-TZVPD basis

## Properties
Frontier orbital gap in eV: 10.241
SMILES: CCC/N=[NH+]\[O-]
Relative energy (zero: lowest compared OMol25 entry of this formula, charge and spin) in kcal/mol: 110.0
Highest occupied orbital energy in eV: -9.75
E_LUMO in eV: 0.5

Last columns: bonded neighbours and bond lengths (Å).
Atoms and positions in Å:
1 C 1.79662 -0.40622 0.02999  C2 1.632, H7 1.031, H8 1.147, H9 1.131
2 C 0.22074 -0.82990 0.06029  C1 1.632, C3 1.509, H10 1.086, H11 1.119
3 C -0.62970 0.41556 0.01180  C2 1.509, N4 1.422, H12 1.051, H13 1.081
4 N -2.01663 0.10770 0.06481  C3 1.422, N5 1.294
5 N -2.88552 0.95626 -0.38232  N4 1.294, O6 1.312, H14 0.983
6 O -2.85575 2.19712 -0.80593  N5 1.312
7 H 2.24762 -1.28464 0.32563  C1 1.031
8 H 2.08867 0.36369 0.82900  C1 1.147
9 H 2.15643 0.26883 -0.80241  C1 1.131
10 H 0.00970 -1.28919 -0.90063  C2 1.086
11 H 0.15983 -1.31357 1.06730  C2 1.119
12 H -0.44905 1.05261 -0.80376  C3 1.051
13 H -0.47311 1.07173 0.85597  C3 1.081
14 H -3.79412 0.59446 -0.47878  N5 0.983

[4]
C3H8N2O | the ωB97M-V functional and the def2-TZVPD basis

## Properties
Frontier orbital gap in eV: 10.101
SMILES: CC(=O)NCN
Relative energy (zero: lowest compared OMol25 entry of this formula, charge and spin) in kcal/mol: 30.1
Highest occupied orbital energy in eV: -9.25
E_LUMO in eV: 0.9

Last columns: bonded neighbours and bond lengths (Å).
Atoms and positions in Å:
1 C -0.20993 1.87687 -1.20048  C2 1.490, H7 1.099, H8 1.077, H9 1.118
2 C -0.28296 0.94482 -0.04071  C1 1.490, O3 1.205, N4 1.402
3 O -0.46214 1.33451 1.08566  C2 1.205
4 N -0.14909 -0.39896 -0.41721  C2 1.402, C5 1.429, H10 1.006
5 C -0.38294 -1.34497 0.62821  N4 1.429, N6 1.501, H11 1.105, H12 1.126
6 N 0.85976 -1.70284 1.38956  C5 1.501, H13 1.016, H14 1.015
7 H -1.20540 2.26015 -1.46422  C1 1.099
8 H 0.60700 2.56795 -1.32395  C1 1.077
9 H -0.29660 1.34310 -2.17889  C1 1.118
10 H 0.52944 -0.69268 -1.09961  N4 1.006
11 H -1.03769 -0.97364 1.43753  C5 1.105
12 H -0.73928 -2.36120 0.29778  C5 1.126
13 H 1.67474 -1.84948 0.80016  N6 1.016
14 H 1.09509 -1.00363 2.08618  N6 1.015

[5]
C3H8N2O | the ωB97M-V functional and the def2-TZVPD basis

## Properties
Frontier orbital gap in eV: 7.288
SMILES: C/C(N)=C(\N)O
Relative energy (zero: lowest compared OMol25 entry of this formula, charge and spin) in kcal/mol: 57.4
Highest occupied orbital energy in eV: -6.49
E_LUMO in eV: 0.8

Last columns: bonded neighbours and bond lengths (Å).
Atoms and positions in Å:
1 C 0.11806 1.57632 0.19046  C2 1.510, H7 1.094, H8 1.098, H9 1.095
2 C 0.21107 0.09307 0.45660  C1 1.510, N3 1.415, C4 1.385
3 N 1.43202 -0.32291 1.03788  C2 1.415, H10 1.019, H11 1.016
4 C -0.56264 -0.79139 -0.27687  C2 1.385, N5 1.349, O6 1.347
5 N -1.36789 -0.52925 -1.32709  C4 1.349, H12 1.011, H13 1.014
6 O -0.76968 -1.98289 0.31711  C4 1.347, H14 1.041
7 H 0.47637 2.13850 1.05788  C1 1.094
8 H 0.74043 1.86970 -0.66563  C1 1.098
9 H -0.90998 1.89142 -0.01400  C1 1.095
10 H 2.23971 0.18181 0.67520  N3 1.019
11 H 1.61640 -1.32079 0.99148  N3 1.016
12 H -1.06624 0.22868 -1.92512  N5 1.011
13 H -1.74843 -1.36317 -1.76023  N5 1.014
14 H -0.40921 -1.66910 1.24232  O6 1.041

[6]
C3H8N2O | the ωB97M-V functional and the def2-TZVPD basis

## Properties
Frontier orbital gap in eV: 7.710
SMILES: C[C@@H]1CN1.N=O
Relative energy (zero: lowest compared OMol25 entry of this formula, charge and spin) in kcal/mol: 137.4
Highest occupied orbital energy in eV: -8.58
E_LUMO in eV: -0.9

Last columns: bonded neighbours and bond lengths (Å).
Atoms and positions in Å:
1 C 0.64586 0.65124 -0.91085  C2 1.541, H5 1.224, H6 1.090, H7 1.116
2 C 0.18510 0.96968 0.52471  C1 1.541, C3 1.548, N4 1.377, H8 1.090
3 C 0.25528 -0.26299 1.45881  C2 1.548, N4 1.435, H9 1.106, H10 1.062
4 N -0.95366 0.35119 0.98988  C2 1.377, C3 1.435, H11 0.986
5 H 1.58214 1.35981 -1.25544  C1 1.224
6 H -0.19110 0.83575 -1.58412  C1 1.090
7 H 0.92096 -0.42596 -1.01102  C1 1.116
8 H 0.49519 1.93205 0.93304  C2 1.090
9 H 0.74618 -1.14024 0.99798  C3 1.106
10 H 0.69199 0.09667 2.35790  C3 1.062
11 H -1.65251 -0.09376 0.45470  N4 0.986
12 N -1.92231 -2.83941 -0.95461  O13 1.226, H14 1.028
13 O -1.41039 -1.72600 -0.91150  N12 1.226
14 H -2.93239 -2.65652 -0.89686  N12 1.028

[7]
C3H8N2O | the ωB97M-V functional and the def2-TZVPD basis

## Properties
Frontier orbital gap in eV: 10.078
SMILES: [H]/N=C(\NC)OC
Relative energy (zero: lowest compared OMol25 entry of this formula, charge and spin) in kcal/mol: 47.2
Highest occupied orbital energy in eV: -9.15
E_LUMO in eV: 0.9

Last columns: bonded neighbours and bond lengths (Å).
Atoms and positions in Å:
1 H 0.11762 -0.31416 -2.52530  N2 1.001
2 N -0.04356 0.40275 -1.84598  H1 1.001, C3 1.234
3 C 0.29279 0.02562 -0.71981  N2 1.234, N4 1.380, O6 1.380
4 N 0.76600 -1.16933 -0.21857  C3 1.380, C5 1.454, H8 1.019
5 C 0.30627 -1.58145 1.09780  N4 1.454, H9 1.141, H10 1.051, H11 1.050
6 O 0.32264 0.92293 0.32839  C3 1.380, C7 1.464
7 C -0.58440 2.05106 0.11090  O6 1.464, H12 1.090, H13 1.038, H14 1.155
8 H 0.76899 -2.03621 -0.75488  N4 1.019
9 H -0.82862 -1.69326 1.11846  C5 1.141
10 H 0.48906 -0.82286 1.80133  C5 1.051
11 H 0.69960 -2.54670 1.22125  C5 1.050
12 H 0.08536 2.84566 -0.21763  C7 1.090
13 H -1.33688 1.80401 -0.56048  C7 1.038
14 H -1.05488 2.11194 1.16452  C7 1.155

[8]
C3H8N2O | the ωB97M-V functional and the def2-TZVPD basis

## Properties
Frontier orbital gap in eV: 10.180
SMILES: [H]/N=C\N(O)CC
Relative energy (zero: lowest compared OMol25 entry of this formula, charge and spin) in kcal/mol: 88.7
Highest occupied orbital energy in eV: -9.44
E_LUMO in eV: 0.7

Last columns: bonded neighbours and bond lengths (Å).
Atoms and positions in Å:
1 H 2.48045 -1.41614 -0.68845  N2 1.040
2 N 2.76545 -0.44574 -0.44428  H1 1.040, C3 1.279
3 C 1.81020 0.36504 -0.18935  N2 1.279, N4 1.391, H8 1.171
4 N 0.44958 0.15149 -0.38541  C3 1.391, O5 1.392, C6 1.464
5 O 0.40451 -1.21687 -0.63637  N4 1.392, H9 1.051
6 C -0.43696 0.47668 0.73318  N4 1.464, C7 1.580, H10 1.137, H11 1.119
7 C -1.87756 0.14520 0.17552  C6 1.580, H12 1.119, H13 1.156, H14 1.139
8 H 2.12108 1.46419 0.06976  C3 1.171
9 H -0.26352 -1.15095 -1.44499  O5 1.051
10 H -0.25884 -0.19341 1.63390  C6 1.137
11 H -0.40694 1.56665 0.98392  C6 1.119
12 H -1.83901 -0.90180 -0.21854  C7 1.119
13 H -2.61185 0.35298 1.04433  C7 1.156
14 H -2.33659 0.80268 -0.63321  C7 1.139

> What is the frontier orbital gap in the fifth record?

7.288 eV

> Which of these has the lowest E_LUMO?

number 6